[1]
ORCA calculation (ωB97M-V with the def2-TZVPD basis set) on C29H41F5IrP2S as an isolated structure.

<S²>: 8.816
Energy in a.u.: -2813.23034
Spin multiplicity: 6
Orbital gap (alpha / beta) in eV: 5.8163 / 6.3798
Charge: +2

Atoms and positions in Å:
Ir1 2.3952 0.9204 -0.3736
C1 -0.5292 2.3460 1.7266
C2 -0.5223 2.7234 0.3783
C3 -2.2934 1.2215 0.7542
C4 -1.6282 1.4624 1.9452
C5 -1.5356 1.8473 -0.3680
C6 0.2220 2.9615 2.8547
H1 1.0137 3.6261 2.5079
H2 0.6772 2.1858 3.4847
H3 -0.4417 3.5421 3.5134
C7 -2.0335 0.9409 3.2597
H4 -1.2084 1.0284 3.9735
H5 -2.2927 -0.1249 3.1901
H6 -2.9020 1.4684 3.6786
C8 -3.6585 0.6865 0.6445
H7 -4.3966 1.4209 1.0079
H8 -3.7771 -0.2067 1.2638
H9 -3.9267 0.4413 -0.3858
C9 -2.3501 2.6386 -1.3694
H10 -2.9614 3.2911 -0.7396
H11 -3.0329 2.0385 -1.9879
H12 -1.7242 3.2758 -2.0092
C10 -0.1233 4.0924 -0.0675
H13 -0.9117 4.8198 0.2146
H14 0.0309 4.1819 -1.1553
H15 0.7860 4.4576 0.4347
C11 3.4791 -1.5663 -0.2532
C12 3.9138 -0.1868 0.2297
C13 4.9857 0.5652 -0.5103
C14 4.4748 1.0934 -1.8985
C15 2.9917 0.9323 -2.1949
C16 2.3756 -0.3321 -2.5076
C17 3.2045 -1.5470 -2.8006
C18 3.9864 -2.0928 -1.5911
H16 5.8654 -0.0707 -0.6177
H17 5.0351 0.6134 -2.6985
H18 5.2214 1.4230 0.1307
H19 5.0589 -1.8971 -1.7362
H20 3.5472 -2.4138 0.4482
H21 4.0919 -0.2243 1.3111
H22 3.8794 -3.1907 -1.6205
H23 2.6174 -2.3783 -3.2463
H24 1.5981 -0.2158 -3.2526
H25 3.8776 -1.2390 -3.6091
H26 4.6823 2.1641 -1.9553
H27 2.5865 1.6932 -2.8286
P1 1.6956 -1.1119 0.1457
C19 1.6933 -1.0303 1.9349
C20 2.8952 2.4415 0.8463
P2 -0.8259 0.0961 -1.2456
C21 0.2685 -1.4284 -0.7920
C22 -0.5136 0.8851 -2.8283
C23 -2.1291 -1.0452 -1.7724
H28 0.7843 -1.5454 2.2295
H29 1.6242 0.0190 2.2624
H30 2.5589 -1.5130 2.3890
H31 3.8654 2.7453 0.4377
H32 3.0497 1.9445 1.8103
H33 2.2817 3.3383 0.9516
H34 -1.6710 -1.6713 -2.5636
H35 -3.0017 -0.5141 -2.1776
H36 -2.3968 -1.6915 -0.9216
H37 -0.2804 -2.1650 -0.1606
H38 0.5178 -1.8534 -1.7790
H39 -1.4409 1.2536 -3.2479
H40 -0.1187 0.1302 -3.5015
H41 0.1771 1.7161 -2.7491
F1 -6.2948 -5.6067 0.9043
C24 -5.2292 -4.8098 1.1020
C25 -4.0844 -4.9863 0.3282
F2 -4.0428 -5.9347 -0.6303
C26 -2.9904 -4.1608 0.5341
F3 -1.8885 -4.2883 -0.2494
C27 -2.9999 -3.1317 1.5132
S1 -1.6938 -2.0985 1.7574
C28 -4.1938 -2.9911 2.2654
F4 -4.2709 -1.9732 3.1579
C29 -5.2891 -3.8135 2.0706
F5 -6.4043 -3.6226 2.8039

Löwdin analysis output, partial charges in e: 1.124, -0.180, -0.164, -0.238, -0.193, -0.393, -0.019, 0.065, 0.091, 0.116, -0.027, 0.089, 0.013, 0.118, -0.005, 0.128, 0.064, 0.077, -0.053, 0.116, 0.092, 0.089, -0.018, 0.126, 0.093, 0.074, -0.356, -0.416, -0.181, -0.163, -0.412, -0.166, -0.159, -0.145, 0.124, 0.119, 0.101, 0.128, 0.117, 0.115, 0.128, 0.130, 0.080, 0.139, 0.122, 0.105, 0.802, -0.199, -0.205, 0.977, -0.485, -0.218, -0.206, -0.012, 0.043, 0.079, 0.022, 0.035, -0.016, 0.082, 0.067, 0.023, -0.023, 0.072, 0.063, 0.052, 0.056, 0.170, -0.073, -0.105, 0.142, -0.189, 0.081, -0.521, 0.947, -0.190, 0.091, -0.105, 0.146



[2]
ORCA calculation (ωB97M-V with the def2-TZVPD basis set) on C29H41F5LaOP2 as an isolated structure.

Energy in a.u.: -2418.02812
Orbital gap in eV: 7.0757
Charge: +1

Atoms and positions in Å:
La1 0.1186 -0.5011 1.7543
C1 -0.7861 -2.5125 2.6088
C2 0.5650 -2.8522 2.1253
C3 0.7936 -1.1535 3.8013
C4 -0.6623 -1.4579 3.6385
C5 1.5390 -2.0295 2.8682
C6 -2.0526 -3.1446 2.1709
H1 -1.9617 -3.5618 1.1675
H2 -2.8890 -2.4400 2.1902
H3 -2.2706 -3.9610 2.8668
C7 -1.7534 -0.7695 4.3429
H4 -2.7191 -0.9673 3.8809
H5 -1.6021 0.3095 4.3666
H6 -1.7656 -1.1389 5.3691
C8 1.3496 -0.1229 4.6904
H7 1.4662 -0.5702 5.6779
H8 0.6806 0.7313 4.7729
H9 2.3217 0.2364 4.3465
C9 3.0134 -2.0911 2.7363
H10 3.3853 -2.7695 3.5104
H11 3.4792 -1.1117 2.8812
H12 3.3076 -2.4842 1.7625
C10 0.8974 -3.9329 1.1613
H13 1.1130 -4.8418 1.7349
H14 1.7778 -3.6879 0.5618
H15 0.0622 -4.1398 0.4899
C11 -1.6288 0.8287 -5.2363
C12 -1.6933 -0.5088 -5.2471
C13 -0.8704 -1.5068 -6.0051
C14 0.4861 -1.0162 -6.5678
C15 1.4161 -0.5068 -5.5068
C16 1.4760 0.7125 -4.9561
C17 0.6605 1.9381 -5.2409
C18 -0.6862 1.7312 -5.9761
H16 -1.4653 -1.9295 -6.8321
H17 0.3154 -0.2756 -7.3572
H18 -0.6740 -2.3556 -5.3274
H19 -0.5026 1.3873 -7.0001
H20 -2.3481 1.3519 -4.5867
H21 -2.4772 -0.9679 -4.6300
H22 -1.1587 2.7276 -6.0711
H23 0.4526 2.4277 -4.2736
H24 2.2495 0.8694 -4.1930
H25 1.2659 2.6650 -5.8086
H26 0.9626 -1.8832 -7.0639
H27 2.1268 -1.2564 -5.1239
P1 -1.1605 -0.3841 -0.4453
C19 -2.6612 0.4660 -0.3144
C20 -1.3222 -1.7688 -1.4757
P2 1.6824 0.2051 -0.1276
C21 0.1868 0.7139 -1.1183
C22 2.5884 -0.9585 -1.0385
C23 2.6615 1.5706 0.2800
H28 -2.6387 1.2436 0.4688
H29 -3.4503 -0.2574 -0.0568
H30 -2.8646 0.9075 -1.2902
H31 -1.4635 -1.3895 -2.4879
H32 -2.2157 -2.3317 -1.1628
H33 -0.4639 -2.4585 -1.4485
H34 2.9305 2.0582 -0.6573
H35 3.5705 1.2156 0.7910
H36 2.1422 2.2748 0.9514
H37 -0.0583 1.7567 -0.8607
H38 0.3295 0.6081 -2.2051
H39 3.5450 -1.1337 -0.5211
H40 2.7757 -0.5117 -2.0146
H41 2.0878 -1.9320 -1.1595
F1 -1.5642 6.2254 5.5748
C24 -1.2682 5.0811 4.9398
C25 -0.9795 5.0626 3.5648
F2 -1.0087 6.2343 2.8937
C26 -0.6761 3.8785 2.9177
F3 -0.4039 3.9027 1.5858
C27 -0.6343 2.5922 3.5725
O1 -0.3578 1.5584 2.8978
C28 -0.9362 2.7039 4.9899
F4 -0.9370 1.6195 5.8623
C29 -1.2413 3.8861 5.6485
F5 -1.5085 3.8929 6.9716

Löwdin analysis output, partial charges in e: 1.638, -0.351, -0.328, -0.372, -0.371, -0.350, -0.039, 0.069, 0.080, 0.105, -0.014, 0.090, 0.058, 0.117, -0.014, 0.115, 0.056, 0.093, -0.037, 0.105, 0.080, 0.071, -0.027, 0.108, 0.070, 0.073, -0.112, -0.133, -0.186, -0.194, -0.107, -0.138, -0.191, -0.194, 0.121, 0.102, 0.109, 0.102, 0.102, 0.094, 0.117, 0.104, 0.087, 0.121, 0.117, 0.104, 0.623, -0.250, -0.252, 0.621, -0.396, -0.257, -0.250, 0.070, 0.074, 0.061, 0.032, 0.071, 0.056, 0.065, 0.073, 0.067, 0.077, 0.059, 0.071, 0.045, 0.053, 0.116, -0.140, -0.133, 0.108, -0.127, 0.061, -0.312, -0.250, -0.087, 0.023, -0.142, 0.118



Q: Number 2 is which compound?
A: C29H41F5LaOP2